C3H6N2O | ωB97M-V/def2-TZVPD

The geometry in ORCA input format:
```
! wB97M-V def2-TZVPD RIJCOSX def2/J DEFGRID3
* xyz 0 1
N 0.15 0.84 -1.60
C 0.31 -0.57 -1.31
C 0.23 -0.05 1.89
O -0.22 1.11 1.49
C -0.90 -0.95 2.07
N -1.67 -1.79 2.30
H 1.03 1.34 -1.50
H -0.53 1.27 -0.98
H -0.65 -1.08 -1.43
H 1.01 -1.02 -2.03
H 0.70 -0.81 -0.30
H 0.55 1.70 1.39
*
```

The value obtained for the LUMO energy is -1.08 eV. For the total energy, the calculation gives -8232.36552 eV. As for the HOMO-LUMO gap: 0.3135 Ha.

=====

C8H10O3 | ωB97M-V/def2-TZVPD

The geometry in ORCA input format:
```
! wB97M-V def2-TZVPD RIJCOSX def2/J DEFGRID3
* xyz 0 1
C -2.90 -0.81 0.50
C -1.80 -0.30 1.14
C -2.74 -0.74 -0.84
C -0.90 0.13 0.12
C 1.32 -1.69 0.13
C 1.22 0.97 1.26
C 1.22 0.82 -1.22
C 0.50 0.46 0.05
O 2.31 -1.97 -0.45
O -1.53 -0.22 -1.12
O 2.27 1.81 -1.13
H -3.84 -1.13 1.03
H -1.81 -0.04 2.15
H -3.28 -1.17 -1.68
H 0.68 -2.16 0.89
H 0.67 1.78 1.71
H 2.27 1.39 0.96
H 1.40 0.13 1.98
H 1.71 -0.12 -1.59
H 0.45 1.11 -2.01
H 2.76 1.76 -1.90
*
```

The value obtained for the LUMO energy (alpha / beta) is 0.31 / 0.32 eV. For the total energy, the calculation gives -14596.18042 eV. As for the HOMO-LUMO gap (alpha / beta): 0.2759 / 0.2759 Ha.

=====

C38H49ClN3O5RhSi | ωB97M-V/def2-TZVPD

The geometry in ORCA input format:
```
! wB97M-V def2-TZVPD RIJCOSX def2/J DEFGRID3
* xyz 0 5
O -2.90 -2.07 0.63
C -2.55 -2.64 -0.58
C -2.83 -4.07 -0.07
C -2.24 -4.35 1.18
H -1.39 -3.73 1.52
C -2.77 -5.32 2.02
H -2.25 -5.51 2.95
C -3.92 -6.00 1.61
H -4.32 -6.77 2.25
C -4.52 -5.70 0.40
H -5.41 -6.23 0.06
C -4.00 -4.73 -0.47
H -4.45 -4.39 -1.42
H -3.20 -2.36 -1.43
C -1.16 -2.51 -3.01
C -0.86 -2.34 -1.46
H -1.17 -3.59 -3.35
H -0.35 -2.03 -3.68
H -2.15 -2.12 -3.29
C 0.03 -3.36 -1.07
C 1.09 -4.06 -1.91
H 0.02 -3.68 -0.03
H 0.68 -4.86 -2.55
H 1.82 -4.59 -1.27
H 1.61 -3.33 -2.54
Rh -0.31 -0.28 -0.76
Cl 1.82 -1.09 -0.91
C 3.15 0.33 -2.99
O 2.35 1.04 -3.58
N 4.17 0.78 -2.20
C 4.47 2.19 -2.12
C 5.04 -0.11 -1.45
H 3.10 -0.77 -3.02
H 3.92 2.72 -2.90
H 5.56 2.32 -2.24
H 4.18 2.60 -1.14
H 4.69 -1.14 -1.55
H 5.08 0.16 -0.38
H 6.07 -0.04 -1.85
H -5.30 -1.04 2.75
H -3.63 -0.05 3.69
C -4.68 -1.28 1.87
C -3.16 0.40 2.79
N -3.83 -0.13 1.63
H -5.31 -1.43 0.99
C -3.26 -0.04 0.37
O -2.33 0.75 0.05
H -3.29 1.49 2.81
H -3.92 -0.43 -0.42
H -4.12 -2.21 2.04
H -2.07 0.21 2.79
H -0.47 2.07 -5.35
H -2.98 2.88 -4.88
C -0.78 1.05 -5.06
C -3.13 1.79 -4.81
N -1.99 1.11 -4.24
H 0.05 0.58 -4.53
C -1.95 0.78 -2.97
O -0.89 0.18 -2.56
H -4.00 1.58 -4.17
H -2.82 1.01 -2.33
H -1.02 0.49 -5.97
H -3.32 1.39 -5.81
O -0.04 0.24 1.24
Si 1.06 1.36 1.72
C 0.58 2.65 3.05
C 1.56 3.32 3.80
C 1.25 4.39 4.66
C -0.09 4.78 4.77
C -1.09 4.15 4.01
C -0.74 3.11 3.13
C 2.49 0.50 2.58
C 3.39 -0.20 1.77
C 4.42 -0.97 2.32
C 4.57 -1.04 3.70
C 3.66 -0.38 4.53
C 2.62 0.38 3.97
C 1.54 2.55 0.35
C 1.03 2.35 -0.92
C 1.08 3.32 -1.91
C 1.70 4.53 -1.64
C 2.33 4.71 -0.41
C 2.27 3.72 0.58
H 2.60 3.00 3.74
H 2.04 4.89 5.23
H -0.35 5.60 5.44
H -2.14 4.45 4.12
H -1.50 2.65 2.49
H 3.25 -0.17 0.68
H 5.08 -1.52 1.65
H 5.37 -1.66 4.13
H 3.76 -0.44 5.62
H 1.91 0.88 4.64
H 0.55 1.40 -1.20
H 0.64 3.07 -2.86
H 1.71 5.30 -2.42
H 2.83 5.67 -0.20
H 2.76 3.89 1.54
*
```

Its expectation value of S² is 6.041. The value obtained for the LUMO energy (alpha / beta) is 0.06 / -2.18 eV. For the total energy, the calculation gives -78310.66714 eV. As for the HOMO-LUMO gap (alpha / beta): 0.2626 / 0.1793 Ha.

=====

C8H12BBr4NO8 | ωB97M-V/def2-TZVPD

The geometry in ORCA input format:
```
! wB97M-V def2-TZVPD RIJCOSX def2/J DEFGRID3
* xyz 0 1
N -20.24 -9.72 -3.02
H -19.63 -10.19 -3.71
H -20.09 -10.15 -2.10
H -21.25 -9.71 -3.27
H -20.01 -8.70 -2.83
O -24.89 -2.73 -0.81
C -24.24 -3.31 -1.58
O -23.55 -4.42 -1.32
B -22.99 -4.92 -2.54
O -23.26 -3.94 -3.57
C -24.06 -3.01 -3.07
O -24.62 -2.19 -3.68
O -23.60 -6.25 -2.88
C -22.71 -7.17 -2.77
O -22.86 -8.34 -2.99
C -21.37 -6.48 -2.41
O -21.53 -5.22 -2.48
O -20.34 -7.06 -2.18
Br -20.58 -10.98 -6.33
C -19.50 -12.60 -6.35
C -18.06 -12.32 -6.07
Br -17.75 -11.75 -4.23
H -19.59 -13.05 -7.33
H -19.94 -13.25 -5.61
H -17.70 -11.49 -6.67
H -17.42 -13.17 -6.28
Br -19.74 -9.50 0.26
C -18.32 -8.25 0.69
C -17.00 -8.97 0.83
Br -16.45 -9.75 -0.86
H -18.60 -7.78 1.62
H -18.25 -7.53 -0.12
H -17.09 -9.76 1.58
H -16.23 -8.28 1.12
*
```

The value obtained for the LUMO energy is -0.21 eV. For the total energy, the calculation gives -307212.91218 eV. As for the HOMO-LUMO gap: 0.3343 Ha.

=====

C6H11F4N | ωB97M-V/def2-TZVPD

The geometry in ORCA input format:
```
! wB97M-V def2-TZVPD RIJCOSX def2/J DEFGRID3
* xyz 0 1
C 1.04 1.50 1.04
C 1.57 -1.30 0.49
C 1.79 -0.82 -1.79
C 1.20 0.94 -0.34
C -2.78 -0.54 0.49
C -2.17 0.58 -0.37
N 1.53 -0.33 -0.60
F -2.51 -1.74 -0.06
F -2.19 -0.53 1.71
F -2.70 0.51 -1.61
F -2.53 1.77 0.14
H 1.97 1.50 1.61
H 0.71 2.53 0.96
H 0.29 0.96 1.62
H 2.48 -1.89 0.42
H 1.55 -0.81 1.46
H 0.72 -1.97 0.42
H 1.76 -0.18 -2.65
H 1.94 -1.88 -1.91
H -1.06 0.53 -0.45
H 1.25 1.61 -1.18
H -3.87 -0.43 0.61
*
```

The value obtained for the LUMO energy is 0.94 eV. For the total energy, the calculation gives -18758.03036 eV. As for the HOMO-LUMO gap: 0.2745 Ha.

=====

C3H3LiO3Rb | ωB97M-V/def2-TZVPD

The geometry in ORCA input format:
```
! wB97M-V def2-TZVPD RIJCOSX def2/J DEFGRID3
* xyz 0 2
C 0.34 -0.43 0.27
C 0.75 0.69 1.13
O 1.51 0.39 -0.03
C -0.61 -0.48 -1.25
O -0.26 0.30 -2.12
O -1.63 -1.16 -1.14
Rb -3.70 -1.56 1.12
H 0.68 -1.42 0.59
H 1.33 0.54 2.05
H 0.22 1.65 1.09
Li 1.37 1.48 -1.70
*
```

Its expectation value of S² is 0.750. The value obtained for the LUMO energy (alpha / beta) is -1.08 / -1.15 eV. For the total energy, the calculation gives -10160.26776 eV. As for the HOMO-LUMO gap (alpha / beta): 0.0723 / 0.2975 Ha.